Version a
Below is a molecular structure, C3H3BrCl2, with properties calculated with the ωB97M-V functional and the def2-TZVPD basis.

Geometry as XYZ:
```
9
Properties=species:S:1:pos:R:3
C -0.34 0.61 -0.21
C 0.76 0.76 0.85
C -0.77 -0.91 -0.70
Cl 2.35 0.72 0.30
Cl 0.51 -1.80 -1.58
Br -1.50 -2.02 0.61
H -1.42 0.97 0.00
H -0.10 1.27 -1.09
H 0.50 0.42 1.81
```

gap between HOMO and LUMO (spin up / spin down): 8.3 / 7.6 eV
HOMO level (spin up / spin down): -8.87 / -8.62 eV

Version b
Below is C3H3BrCl2 in the gas phase, with properties calculated with the ωB97M-V functional and the def2-TZVPD basis.

Geometry as XYZ:
```
9
Properties=species:S:1:pos:R:3
Cl -1.01 1.42 -1.49
C -0.23 0.63 -0.04
C 0.63 -0.45 -0.50
C 2.21 -0.54 -0.35
Cl 3.11 -1.82 -0.97
Br 3.09 0.84 0.56
H -1.07 0.23 0.54
H 0.30 1.41 0.51
H 0.24 -1.29 -1.04
```

SMILES string: ClC/C=C(/Cl)Br
gap between HOMO and LUMO: 8.6 eV
HOMO level: -8.79 eV

Version c
Below is C3H3BrCl2 in the gas phase, with properties calculated with the ωB97M-V functional and the def2-TZVPD basis.

Geometry as XYZ:
```
9
Properties=species:S:1:pos:R:3
Cl -2.63 1.52 -0.29
C -1.01 0.97 -0.20
C -0.62 -0.28 -0.10
Cl -1.61 -1.64 0.03
C 1.14 -0.63 0.28
Br 2.27 0.82 -0.09
H -0.16 1.60 -0.37
H 1.57 -1.25 -0.49
H 1.04 -1.10 1.25
```

SMILES string: Cl/C=C(\Cl)CBr
gap between HOMO and LUMO: 10.3 eV
HOMO level: -9.60 eV

The calculated energies rank the structures as follows, beginning with the most stable: version c, version b, version a.

Version a
Below is C2H3NS3 in the gas phase, with properties calculated with the ωB97M-V functional and the def2-TZVPD basis.

Geometry as XYZ:
```
9
Properties=species:S:1:pos:R:3
S 2.79 -0.29 -0.43
C 1.25 -0.06 -0.38
N 0.35 -1.18 -0.41
S -1.24 -0.97 0.18
C -1.19 0.83 0.32
S 0.47 1.46 -0.09
H 0.82 -2.06 0.03
H -1.54 1.10 1.34
H -1.70 1.17 -0.57
```

SMILES string: S=C1NSCS1
gap between HOMO and LUMO: 8.5 eV
HOMO level: -8.41 eV

Version b
Below is C2H3NS3 in the gas phase, with properties calculated with the ωB97M-V functional and the def2-TZVPD basis.

Geometry as XYZ:
```
9
Properties=species:S:1:pos:R:3
S -2.56 0.07 -0.75
C -1.51 -0.76 0.35
N -0.42 -0.06 0.79
S 0.30 1.43 0.22
C 1.49 0.87 -0.75
S 2.13 -0.72 -0.44
H -1.40 -1.75 1.00
H 0.37 -0.60 1.43
H 1.60 1.52 -1.86
```

SMILES string: S=CNSC=S
gap between HOMO and LUMO: 7.2 eV
HOMO level: -8.67 eV

Version c
Below is C2H3NS3 in the gas phase, with properties calculated with the ωB97M-V functional and the def2-TZVPD basis.

Geometry as XYZ:
```
9
Properties=species:S:1:pos:R:3
S -2.15 -0.77 -0.52
C -1.56 0.23 0.69
N -0.53 0.98 0.74
S 0.71 1.53 -0.36
C 1.81 0.04 -0.47
S 1.60 -1.42 0.32
H -2.17 0.56 1.73
H -0.60 1.53 1.82
H 2.55 0.03 -1.21
```

SMILES string: S=CNSC=S
gap between HOMO and LUMO: 7.7 eV
HOMO level: -8.52 eV

The calculated energies rank the structures as follows, beginning with the most stable: version a, version c, version b.